This record from OMol25 describes a structure of composition C8H17N2O5S2. The level of theory is ωB97M-V with the def2-TZVPD basis set.

Results
LUMO: 2.8837 eV
net charge: -1
spin multiplicity: 1
maximum force: 6.76 eV/A
ΔE to the lowest compared entry with this formula, charge and spin: 391.9 kJ/mol

Structure (XYZ):
```
34
Properties=species:S:1:pos:R:3:nbo_charge:R:1
C 1.58128 -1.38059 1.39810 -0.635
C 1.91091 -1.21221 -0.18012 -0.426
C 3.27079 -0.39798 -0.40548 -0.411
C 3.10103 1.04087 -1.08684 -0.629
S 1.54976 1.94209 -0.65014 2.102
O 0.35323 1.50790 -1.50289 -0.987
O 1.80974 3.39707 -1.01910 -0.958
N 1.20385 1.91109 1.02830 -1.126
S -0.48867 2.20881 1.25662 2.151
O -0.90514 3.39701 0.45076 -0.903
O -0.68982 2.57526 2.72250 -0.962
C -1.47020 0.67446 0.97452 -0.789
C -2.61906 0.75212 -0.11292 0.717
O -3.13572 1.76097 -0.59705 -0.487
N -3.17965 -0.55728 -0.57016 -0.518
C -3.24240 -1.54018 0.54437 -0.430
C -2.43966 -1.07277 -1.76247 -0.439
H 1.68374 -0.40942 1.97454 0.253
H 0.54170 -1.79886 1.58448 0.198
H 2.38930 -2.09770 1.79257 0.190
H 1.02400 -0.84424 -0.78355 0.235
H 2.11552 -2.28550 -0.54380 0.188
H 3.85655 -0.37940 0.57934 0.212
H 3.91716 -1.02270 -1.12435 0.199
H 3.21755 0.96084 -2.21398 0.252
H 3.96588 1.68736 -0.69948 0.249
H -1.86608 0.31531 1.98773 0.277
H -0.74116 -0.14815 0.63682 0.265
H -3.96279 -2.38457 0.28057 0.203
H -3.69836 -1.03193 1.46862 0.207
H -2.20911 -1.95406 0.79122 0.172
H -3.14712 -1.01448 -2.66194 0.203
H -2.17304 -2.18380 -1.63872 0.186
H -1.52401 -0.41535 -1.91807 0.239
```